C38H61N6O8P | ωB97M-V/def2-TZVPD

Structure (XYZ):
```
114
C38H61N6O8P | OMol25 | ωB97M-V/def2-TZVPD
C -0.73 0.13 -2.52
O 0.19 0.96 -3.21
C 1.45 1.01 -2.52
C 2.65 0.52 -3.38
C 2.82 -1.03 -3.48
C 2.85 -1.79 -2.12
C 4.28 -2.27 -1.67
C 4.98 -1.22 -0.76
C 4.27 -1.03 0.63
C 4.44 0.49 1.01
C 3.59 0.91 2.25
C 2.28 1.63 1.75
O 1.90 2.70 2.67
P 0.53 3.42 2.02
O 0.09 2.78 0.73
O -0.67 3.35 3.18
C -1.08 1.97 3.37
C -2.33 1.54 2.50
O -2.70 2.46 1.50
O 0.81 5.05 1.73
C -0.39 5.73 1.41
O -0.78 5.53 0.06
O -2.16 5.22 0.05
H -1.48 -0.20 -3.27
H -0.26 -0.79 -2.11
H -1.29 0.66 -1.72
H 1.34 0.51 -1.54
H 1.64 2.09 -2.29
H 2.46 0.89 -4.42
H 3.59 1.02 -3.06
H 3.82 -1.20 -3.96
H 2.08 -1.47 -4.18
H 2.41 -1.23 -1.26
H 2.24 -2.72 -2.26
H 4.89 -2.38 -2.59
H 4.23 -3.29 -1.22
H 6.05 -1.46 -0.56
H 5.00 -0.26 -1.34
H 4.78 -1.63 1.42
H 3.20 -1.32 0.60
H 4.17 1.06 0.09
H 5.52 0.71 1.16
H 4.18 1.62 2.88
H 3.32 0.04 2.88
H 1.50 0.86 1.64
H 2.53 2.12 0.79
H -1.36 1.87 4.44
H -0.20 1.32 3.21
H -2.07 0.57 2.02
H -3.19 1.44 3.20
H -2.87 3.32 1.87
H -1.24 5.50 2.07
H -0.19 6.82 1.52
H -2.46 5.21 -0.86
N -0.61 8.10 -2.02
C -1.26 9.26 -2.32
C -0.51 9.94 -3.25
C 0.63 9.15 -3.52
C 0.55 8.02 -2.75
H -0.92 7.41 -1.36
H -2.20 9.51 -1.85
H -0.77 10.89 -3.69
H 1.43 9.39 -4.21
H 1.21 7.18 -2.65
N 2.71 2.32 5.64
C 1.86 2.49 6.69
C 2.41 1.87 7.79
C 3.65 1.31 7.37
C 3.81 1.61 6.04
H 2.55 2.67 4.71
H 0.94 3.03 6.57
H 1.97 1.82 8.77
H 4.34 0.76 7.98
H 4.60 1.38 5.36
N -1.38 -2.66 -4.80
C -1.55 -3.23 -6.03
C -2.16 -4.44 -5.85
C -2.38 -4.60 -4.46
C -1.89 -3.49 -3.84
H -0.96 -1.76 -4.63
H -1.22 -2.72 -6.93
H -2.43 -5.13 -6.64
H -2.84 -5.45 -3.97
H -1.86 -3.21 -2.80
N -2.97 2.11 8.68
C -3.71 2.07 7.52
C -3.06 2.85 6.59
C -1.90 3.36 7.21
C -1.86 2.88 8.49
H -3.21 1.63 9.53
H -4.62 1.51 7.47
H -3.40 3.03 5.58
H -1.16 4.01 6.75
H -1.15 3.03 9.28
N -2.61 -7.82 -5.79
C -2.77 -8.39 -7.02
C -3.39 -9.61 -6.85
C -3.60 -9.77 -5.45
C -3.11 -8.65 -4.83
H -2.18 -6.93 -5.62
H -2.44 -7.89 -7.92
H -3.65 -10.30 -7.63
H -4.07 -10.61 -4.96
H -3.08 -8.37 -3.79
N -3.67 -7.40 -0.90
C -2.57 -7.84 -0.22
C -1.81 -6.74 0.10
C -2.48 -5.60 -0.40
C -3.62 -6.03 -1.01
H -4.40 -7.98 -1.27
H -2.42 -8.89 -0.03
H -0.87 -6.76 0.64
H -2.16 -4.57 -0.32
H -4.41 -5.49 -1.52
```

Output
Highest occupied orbital energy, eV: -8.16
2S+1: 1
Max |F|, eV/Å: 3.0
HOMO-LUMO gap, eV: 8.53
SMILES string: COCCCCCCCCCCO[P@@](=O)(OCCO)OCOO.c1cc[nH]c1.c1cc[nH]c1.c1cc[nH]c1.c1cc[nH]c1.c1cc[nH]c1.c1cc[nH]c1
Charge: 0

These are the Löwdin partial charges, in e, on atoms 1 to 99: C -0.12; O -0.18; C -0.23; C -0.16; C -0.19; C -0.20; C -0.21; C -0.21; C -0.19; C -0.20; C -0.16; C -0.23; O -0.22; P 0.63; O -0.23; O -0.21; C -0.18; C -0.21; O -0.07; O -0.12; C -0.25; O -0.13; O -0.01; H 0.08; H 0.09; H 0.10; H 0.10; H 0.13; H 0.12; H 0.10; H 0.10; H 0.10; H 0.08; H 0.11; H 0.10; H 0.11; H 0.11; H 0.10; H 0.11; H 0.10; H 0.10; H 0.12; H 0.10; H 0.12; H 0.12; H 0.11; H 0.11; H 0.11; H 0.13; H 0.11; H 0.07; H 0.13; H 0.15; H 0.11; N 0.01; C -0.14; C -0.12; C -0.12; C -0.14; H 0.11; H 0.10; H 0.09; H 0.09; H 0.11; N 0.02; C -0.14; C -0.11; C -0.11; C -0.14; H 0.11; H 0.08; H 0.09; H 0.09; H 0.10; N 0.01; C -0.13; C -0.12; C -0.11; C -0.13; H 0.12; H 0.11; H 0.08; H 0.08; H 0.10; N 0.01; C -0.14; C -0.12; C -0.12; C -0.13; H 0.14; H 0.11; H 0.09; H 0.08; H 0.11; N 0.01; C -0.14; C -0.12; C -0.12; C -0.14